Here is a structure of composition C27H24CoF2NOTe from the Open Molecules 2025 dataset. Energies are from ωB97M-V/def2-TZVPD.

```
57
Properties=species:S:1:pos:R:3:forces:R:3:lowdin_spin:R:1
Co -0.425 -1.141 -0.294 -0.4 -0.3 -0.5 1.053
F 4.378 -1.859 -2.194 0.0 0.0 0.0 -0.001
C 3.583 -1.714 -1.126 0.0 0.0 -0.1 -0.002
C 2.220 -1.568 -1.329 0.1 -0.1 0.2 -0.008
C 1.402 -1.399 -0.221 0.6 0.2 0.0 -0.067
C 1.957 -1.412 1.072 0.1 0.0 -0.1 -0.007
C 3.333 -1.552 1.208 0.0 0.0 0.0 -0.002
F 3.885 -1.533 2.434 0.0 0.0 0.0 -0.001
C 4.172 -1.702 0.125 -0.1 0.0 0.0 0.002
C 0.976 -1.240 2.137 -0.1 0.0 0.0 0.003
C 1.188 -1.229 3.514 0.0 0.0 -0.1 0.000
C 0.109 -1.039 4.357 0.0 0.0 0.1 0.002
C -1.164 -0.859 3.832 0.0 0.0 -0.1 0.000
C -1.309 -0.889 2.461 0.1 -0.1 0.1 0.001
N -0.273 -1.079 1.637 -0.1 0.0 0.4 -0.003
H 1.844 -1.569 -2.345 0.0 0.0 0.0 -0.001
H 5.239 -1.809 0.251 0.0 0.0 0.0 0.000
H 2.184 -1.364 3.902 0.0 0.0 0.0 0.000
H 0.263 -1.030 5.428 0.0 0.0 0.0 0.000
H -2.024 -0.707 4.466 0.0 0.0 0.0 0.000
H -2.274 -0.757 1.985 0.0 0.0 0.0 0.000
C -4.038 -2.817 -2.207 0.0 0.0 -0.1 0.000
C -3.538 -3.903 -1.246 0.0 0.0 0.0 0.000
C -2.809 -3.105 -0.187 0.1 0.0 0.0 0.004
O -2.171 -2.040 -0.933 -0.1 0.2 0.1 0.011
C -3.049 -1.663 -2.032 0.1 0.1 0.0 0.001
H -5.046 -2.499 -1.943 0.0 0.0 0.0 0.000
H -4.061 -3.169 -3.235 0.0 0.0 0.0 0.000
H -2.848 -4.585 -1.742 0.0 0.0 0.0 0.000
H -4.353 -4.489 -0.826 0.0 0.0 0.0 0.000
H -2.020 -3.647 0.333 0.0 0.0 0.0 0.001
H -3.493 -2.662 0.544 0.0 0.0 0.0 0.000
H -2.408 -1.499 -2.897 0.0 0.0 0.0 0.000
H -3.539 -0.724 -1.765 0.0 0.0 0.0 0.000
Te -0.268 1.045 -1.766 0.0 -0.2 -0.3 0.014
C 1.718 1.672 -1.508 0.1 0.1 0.2 0.001
C 2.473 2.001 -2.622 0.0 -0.1 -0.1 0.001
C 3.801 2.378 -2.464 0.0 0.0 0.0 0.000
C 4.361 2.438 -1.200 0.0 0.0 0.1 0.000
C 3.596 2.124 -0.082 0.0 0.0 0.0 0.000
C 2.277 1.736 -0.234 -0.1 0.0 0.0 0.000
C -1.239 2.485 -0.598 0.0 0.0 0.2 -0.002
C -1.206 2.402 0.792 0.0 0.0 0.0 -0.001
C -1.809 3.391 1.554 0.0 0.0 0.0 0.000
C -2.450 4.452 0.930 0.0 0.0 0.1 0.000
C -2.492 4.526 -0.453 0.0 0.0 0.0 0.000
C -1.887 3.542 -1.223 0.0 0.0 0.0 0.000
H 2.042 1.961 -3.615 0.0 0.0 0.0 0.000
H 4.394 2.627 -3.333 0.0 0.0 0.0 0.000
H 5.394 2.734 -1.081 0.0 0.0 0.0 0.000
H 4.031 2.176 0.907 0.0 0.0 0.0 0.000
H 1.689 1.476 0.636 0.0 0.0 0.0 0.000
H -0.711 1.571 1.279 0.0 0.0 0.0 -0.001
H -1.779 3.333 2.634 0.0 0.0 0.0 0.000
H -2.919 5.223 1.525 0.0 0.0 0.0 0.000
H -2.994 5.353 -0.936 0.0 0.0 0.0 0.000
H -1.917 3.610 -2.303 0.0 0.0 0.0 0.000
```
Forces are in eV/Å.

Calculated values
Calculated total energy (hartree): -3023.532114
Kohn-Sham gap (alpha / beta) (eV): 8.109 / 8.224
Total charge: +1
HOMO energy (alpha / beta) (eV): -11.3 / -11.2
Spin multiplicity: 2
ΔE to the lowest compared entry with this formula, charge and spin (kcal per mole): 0.00
Strongest force on any atom (eV/Å): 0.7
LUMO level (alpha / beta) (eV): -3.2 / -3.0